w | Density functional theory data (the ωB97M-V functional and the def2-TZVPD basis) for 5 unconnected molecules or ions with the total composition C4H17NO6.

Last columns: bonded neighbours and bond lengths (Å).
CARTESIAN COORDINATES (ANGSTROEM)
1 O 0.76357 0.91122 -3.71252  C2 1.208
2 C 0.95889 1.75715 -2.87191  O1 1.208, C3 1.514, H8 1.101
3 C 0.94508 1.32477 -1.42146  C2 1.514, C4 1.573, N7 1.457, H9 1.088
4 C 0.55342 2.49166 -0.44205  C3 1.573, C5 1.521, O6 1.427, H10 1.097
5 C 0.78283 2.08732 1.00598  C4 1.521, H11 1.088, H12 1.088, H13 1.093
6 O -0.76508 3.01600 -0.59341  C4 1.427, H14 0.961
7 N 0.00796 0.23850 -1.16777  C3 1.457, H15 1.014, H16 1.013
8 H 1.07015 2.82428 -3.12110  C2 1.101
9 H 1.92065 1.06796 -1.01512  C3 1.088
10 H 1.09150 3.35694 -0.84975  C4 1.097
11 H 0.88803 2.95128 1.65950  C5 1.088
12 H 1.69126 1.50713 1.15058  C5 1.088
13 H -0.08329 1.47899 1.27900  C5 1.093
14 H -1.37526 2.52838 -0.03346  O6 0.961
15 H -0.92326 0.61254 -1.02579  N7 1.014
16 H -0.04736 -0.45716 -1.90224  N7 1.013
17 H 1.40543 -1.97588 0.77859  O19 0.961
18 H -0.05851 -1.97427 0.34392  O19 0.973
19 O 0.51989 -2.16147 1.10306  H17 0.961, H18 0.973
20 H -0.82087 -3.43941 2.51145  O22 0.946
21 H 0.22333 -2.79651 3.27885  O22 0.964
22 O -0.64946 -3.18643 3.40680  H20 0.946, H21 0.964
23 H 0.24505 -3.63594 -2.39499  O25 0.958
24 H -0.47173 -2.45453 -2.95794  O25 0.965
25 O -0.57368 -3.14916 -2.29646  H23 0.958, H24 0.965
26 H -3.12030 -0.77692 3.48106  O28 0.955
27 H -1.75099 -1.41563 2.98181  O28 0.975
28 O -2.42725 -0.73081 2.82535  H26 0.955, H27 0.975

Properties
Spin multiplicity ... 1
Charge ... 0
Gap between HOMO and LUMO ... 10.05 eV
SMILES ... C[C@H](O)[C@@H](N)C=O.O.O.O.O

---

x | Density functional theory data (the ωB97M-V functional and the def2-TZVPD basis) for 5 unconnected molecules or ions with the total composition C4H17NO6.

Last columns: bonded neighbours and bond lengths (Å).
CARTESIAN COORDINATES (ANGSTROEM)
1 C -0.26569 -0.29671 -1.62305  C2 1.546, N5 1.482, H8 1.128, H9 1.099
2 C -1.49877 0.63324 -1.70089  C1 1.546, C3 1.495, H10 1.124, H11 1.082
3 C -1.35310 1.78638 -0.76118  C2 1.495, O4 1.210, H12 1.127
4 O -0.59135 2.69643 -0.99505  C3 1.210
5 N -0.49721 -1.39239 -0.65246  C1 1.482, C6 1.455, H13 1.006
6 C 0.61432 -1.62832 0.25636  N5 1.455, O7 1.415, H14 1.110, H15 1.114
7 O 1.79959 -1.99452 -0.42488  C6 1.415, H16 0.977
8 H 0.63847 0.32381 -1.35743  C1 1.128
9 H -0.07861 -0.69282 -2.63045  C1 1.099
10 H -1.59263 1.06227 -2.73579  C2 1.124
11 H -2.40293 0.05965 -1.54243  C2 1.082
12 H -1.95311 1.77944 0.19326  C3 1.127
13 H -0.81659 -2.21364 -1.13760  N5 1.006
14 H 0.32806 -2.43691 0.96104  C6 1.110
15 H 0.89513 -0.69808 0.80045  C6 1.114
16 H 1.70245 -2.79034 -0.98366  O7 0.977
17 H 2.65712 0.89472 -0.42343  O19 0.943
18 H 2.62319 -0.51164 -0.86499  O19 0.974
19 O 2.88224 0.37359 -1.17675  H17 0.943, H18 0.974
20 H -2.89232 -0.80925 1.81592  O22 0.929
21 H -1.56772 -1.28603 1.31428  O22 0.963
22 O -2.00271 -0.88533 2.07394  H20 0.929, H21 0.963
23 H 1.28640 2.56488 0.47018  O25 0.990
24 H 1.15681 1.44502 1.54104  O25 0.982
25 O 1.78491 1.81702 0.88458  H23 0.990, H24 0.982
26 H -0.74113 0.19674 2.53655  O28 0.972
27 H -0.14541 1.23113 3.48692  O28 0.949
28 O 0.03057 0.77169 2.67550  H26 0.972, H27 0.949

Properties
Spin multiplicity ... 1
Charge ... 0
Gap between HOMO and LUMO ... 9.94 eV
SMILES ... O=CCCNCO.O.O.O.O

---

So which one is most stable? That would be x, about 0.345 eV below the next structure.